Computed, not measured: a molecular structure, C6H10N3O4 at a distorted geometry, with ωB97M-V with the def2-TZVPD basis set.

XYZ file:
```
23
Properties=species:S:1:pos:R:3:nbo_charge:R:1
O -0.91 2.31 1.82 -0.463
O -1.11 2.75 -0.99 -0.590
O -1.83 -1.34 0.11 -0.721
O -2.10 0.88 -0.88 -0.453
N 0.78 0.97 1.04 -0.597
N 1.89 -1.28 1.81 -0.848
N 0.33 0.26 -1.06 -0.416
C 2.17 -0.80 0.40 -0.319
C 1.00 0.05 0.03 0.579
C -1.00 1.57 -0.48 0.685
C -1.90 -0.53 -1.00 0.355
C -0.44 1.61 0.93 0.570
C -0.49 -0.72 -1.73 -0.267
H 1.12 -1.85 1.83 0.388
H -0.66 -0.68 -2.84 0.254
H 2.35 -1.57 -0.36 0.224
H 3.06 -0.28 0.30 0.259
H -0.56 3.48 -0.50 0.533
H 2.71 -1.41 2.36 0.409
H -2.72 -0.88 -1.73 0.198
H 1.31 0.72 1.88 0.470
H -2.77 -1.58 0.42 0.517
H -0.21 -1.69 -1.35 0.232
```

Values from the calculation:
* gap between HOMO and LUMO: 9.67 eV
* largest force on an atom: 4.61 eV Å⁻¹
* net charge: +1
* electronic energy: -699.55137 Eh
* HOMO level: -13.9647 eV